# 1
{
  "formula": "C33H63BCl4FNO25P5",
  "method": "ωB97M-V/def2-TZVPD",
  "total_charge": 1,
  "e_tot_ha": -6902.25635,
  "multiplicity": 1,
  "elements": ["C", "C", "C", "C", "C", "O", "O", "C", "Cl", "C", "C", "Cl", "C", "F", "C", "C", "C", "O", "C", "O", "N", "C", "Cl", "C", "C", "Cl", "C", "B", "C", "O", "H", "H", "H", "H", "H", "H", "H", "H", "H", "H", "H", "H", "H", "H", "H", "H", "H", "H", "C", "O", "P", "O", "O", "C", "O", "C", "H", "H", "H", "H", "H", "H", "H", "H", "H", "C", "O", "P", "O", "O", "C", "O", "C", "H", "H", "H", "H", "H", "H", "H", "H", "H", "C", "O", "P", "O", "O", "C", "O", "C", "H", "H", "H", "H", "H", "H", "H", "H", "H", "C", "O", "P", "O", "O", "C", "O", "C", "H", "H", "H", "H", "H", "H", "H", "H", "H", "C", "O", "P", "O", "O", "C", "O", "C", "H", "H", "H", "H", "H", "H", "H", "H", "H"],
  "positions_angstrom": [[1.999, 2.298, 4.543], [1.759, 2.732, 3.422], [1.878, 3.489, 2.080], [1.698, 2.690, 0.798], [1.389, 1.151, 0.819], [2.153, 0.383, 0.242], [0.211, 0.700, 1.512], [-0.922, 0.770, 0.657], [-0.742, 0.852, -1.139], [-2.204, 0.769, 1.171], [-2.543, 0.695, 2.715], [-3.618, 0.832, 0.042], [1.847, 3.527, -0.438], [1.695, 2.848, -1.649], [2.106, 5.017, -0.399], [2.226, 5.632, -1.838], [3.415, 4.986, -2.717], [4.630, 5.784, -2.695], [5.710, 4.881, -2.615], [6.709, 5.017, -1.922], [2.219, 5.722, 0.839], [2.423, 7.182, 0.829], [0.986, 8.037, 0.030], [3.825, 7.635, 0.152], [4.406, 8.888, 0.999], [5.079, 6.313, 0.321], [2.131, 4.981, 2.044], [2.294, 5.621, 3.540], [1.100, 6.310, 4.363], [3.613, 5.527, 4.097], [2.182, 2.068, 5.627], [-1.878, -0.052, 3.253], [-3.604, 0.311, 2.808], [-2.509, 1.730, 3.189], [2.365, 6.742, -1.898], [1.275, 5.379, -2.417], [3.073, 4.949, -3.804], [3.692, 3.946, -2.350], [5.664, 3.967, -3.295], [2.455, 7.691, 1.830], [3.699, 8.023, -0.896], [5.124, 8.571, 1.805], [3.511, 9.475, 1.378], [4.910, 9.571, 0.237], [0.385, 5.492, 4.705], [1.561, 6.830, 5.251], [0.601, 7.088, 3.712], [4.238, 6.071, 3.562], [-4.684, 2.876, -4.764], [-3.281, 3.110, -4.707], [-2.354, 2.784, -6.106], [-3.398, 3.347, -7.053], [-2.548, 1.168, -5.863], [-1.976, 0.621, -4.675], [-1.237, 2.485, -7.362], [-1.715, 1.851, -8.543], [-5.047, 2.779, -3.739], [-5.186, 3.725, -5.230], [-4.913, 1.957, -5.304], [-2.778, 0.374, -3.976], [-1.289, 1.323, -4.196], [-1.434, -0.291, -4.930], [-2.165, 2.590, -9.206], [-2.434, 1.063, -8.316], [-0.859, 1.405, -9.051], [7.030, -1.606, -0.904], [7.328, -0.733, -1.989], [8.735, 0.232, -1.882], [9.569, -0.874, -1.263], [8.006, 1.168, -0.738], [6.854, 1.905, -1.142], [10.052, 1.313, -1.962], [10.879, 1.442, -0.813], [5.969, -1.854, -0.958], [7.605, -2.528, -0.996], [7.229, -1.130, 0.057], [5.966, 1.445, -0.701], [6.750, 1.917, -2.230], [6.940, 2.930, -0.783], [11.620, 0.642, -0.796], [10.297, 1.433, 0.109], [11.402, 2.397, -0.884], [2.185, -5.527, 2.733], [2.493, -4.634, 1.669], [3.920, -3.702, 1.791], [4.735, -4.840, 2.376], [3.220, -2.779, 2.963], [2.082, -2.008, 2.581], [5.262, -2.647, 1.728], [6.101, -2.565, 2.874], [1.118, -5.752, 2.680], [2.740, -6.458, 2.613], [2.400, -5.081, 3.705], [1.190, -2.457, 3.021], [1.961, -1.963, 1.497], [2.199, -0.993, 2.966], [6.824, -3.381, 2.865], [5.525, -2.585, 3.799], [6.645, -1.620, 2.822], [-3.483, -2.625, -0.903], [-4.385, -2.778, -1.987], [-5.989, -3.255, -1.633], [-6.082, -2.374, -0.399], [-5.462, -4.771, -1.270], [-4.880, -5.528, -2.333], [-7.612, -3.762, -1.512], [-8.091, -4.170, -0.235], [-2.467, -2.682, -1.301], [-3.619, -1.646, -0.441], [-3.610, -3.415, -0.161], [-3.802, -5.593, -2.174], [-5.069, -5.072, -3.308], [-5.302, -6.533, -2.324], [-8.388, -3.297, 0.347], [-7.346, -4.750, 0.312], [-8.972, -4.797, -0.386], [-11.153, -7.082, 4.222], [-9.782, -6.811, 4.488], [-8.653, -7.044, 3.220], [-9.624, -6.471, 2.194], [-8.845, -8.672, 3.379], [-8.378, -9.266, 4.592], [-7.483, -7.286, 1.993], [-7.915, -7.879, 0.768], [-11.653, -7.237, 5.181], [-11.614, -6.227, 3.727], [-11.273, -7.981, 3.617], [-9.237, -9.550, 5.202], [-7.748, -8.581, 5.164], [-7.803, -10.160, 4.349], [-8.348, -7.117, 0.118], [-8.635, -8.680, 0.936], [-7.040, -8.299, 0.269]],
  "lowdin_charge": [0.178, -0.050, -0.012, 0.101, -0.372, 0.161, -0.015, -0.613, 0.699, -0.604, -0.085, 0.642, -0.040, 0.040, -0.035, -0.079, -0.155, -0.099, -0.310, 0.039, -0.026, -0.580, 0.676, -0.626, -0.111, 0.721, 0.050, -0.409, 0.003, 0.098, 0.095, 0.091, 0.081, 0.094, 0.086, 0.150, 0.154, 0.121, 0.166, 0.106, 0.104, 0.078, 0.088, 0.102, 0.095, 0.088, 0.081, 0.113, -0.127, -0.329, 0.763, -0.240, -0.278, -0.122, -0.319, -0.131, 0.090, 0.086, 0.091, 0.088, 0.058, 0.094, 0.086, 0.085, 0.090, -0.132, -0.319, 0.774, -0.239, -0.275, -0.121, -0.312, -0.133, 0.081, 0.091, 0.080, 0.087, 0.076, 0.070, 0.086, 0.083, 0.090, -0.128, -0.319, 0.777, -0.236, -0.276, -0.117, -0.327, -0.128, 0.092, 0.087, 0.088, 0.093, 0.071, 0.077, 0.089, 0.083, 0.087, -0.148, -0.323, 0.774, -0.255, -0.280, -0.107, -0.307, -0.130, 0.091, 0.008, 0.092, 0.088, 0.083, 0.089, 0.087, 0.077, 0.089, -0.133, -0.327, 0.798, -0.245, -0.283, -0.108, -0.329, -0.131, 0.092, 0.084, 0.089, 0.090, 0.082, 0.090, 0.066, 0.085, 0.089]
}

***

# 2
{
  "formula": "C33H48P2Tl",
  "method": "ωB97M-V/def2-TZVPD",
  "total_charge": 1,
  "e_tot_ha": -2140.93525,
  "multiplicity": 1,
  "de_lowest_kcal_mol": 0.00,
  "elements": ["Tl", "C", "C", "C", "C", "C", "C", "H", "H", "H", "C", "H", "H", "H", "C", "H", "H", "H", "C", "H", "H", "H", "C", "H", "H", "H", "C", "C", "C", "C", "C", "C", "C", "C", "H", "H", "H", "H", "H", "H", "H", "H", "H", "H", "H", "H", "P", "C", "C", "P", "C", "C", "C", "H", "H", "H", "H", "H", "H", "H", "H", "H", "H", "H", "H", "H", "H", "C", "C", "C", "C", "C", "C", "C", "C", "C", "C", "H", "H", "H", "H", "H", "H", "H"],
  "positions_angstrom": [[-1.166, 3.784, -3.806], [-0.891, -2.211, 1.208], [0.411, -2.490, 0.708], [0.601, -0.898, 2.358], [-0.769, -1.242, 2.241], [1.331, -1.666, 1.415], [-2.147, -2.840, 0.754], [-2.061, -3.227, -0.270], [-2.983, -2.126, 0.789], [-2.418, -3.697, 1.389], [-1.853, -0.703, 3.088], [-2.738, -1.353, 3.051], [-2.168, 0.306, 2.778], [-1.527, -0.623, 4.137], [1.156, 0.076, 3.322], [0.751, -0.086, 4.331], [0.916, 1.115, 3.049], [2.249, 0.001, 3.367], [2.792, -1.621, 1.210], [3.314, -2.345, 1.857], [3.185, -0.622, 1.441], [3.064, -1.865, 0.172], [0.759, -3.450, -0.361], [1.046, -4.424, 0.063], [1.613, -3.085, -0.949], [-0.096, -3.625, -1.027], [-1.547, 1.909, -5.639], [-1.847, 0.592, -5.840], [-1.217, -0.297, -6.850], [0.283, 0.025, -7.093], [1.104, 0.502, -5.946], [1.413, 1.771, -5.570], [0.807, 2.991, -6.153], [-0.679, 2.754, -6.553], [-1.729, -0.146, -7.827], [0.383, 0.725, -7.939], [-1.351, -1.358, -6.565], [-0.715, 2.398, -7.611], [-2.413, 2.416, -5.168], [-2.827, 0.301, -5.422], [-1.161, 3.755, -6.481], [0.914, 3.886, -5.498], [2.409, 1.944, -5.157], [1.347, 3.229, -7.082], [0.750, -0.925, -7.408], [1.767, -0.302, -5.594], [-1.318, -0.612, -2.148], [-2.763, 0.463, -2.636], [-1.621, -1.973, -3.364], [1.575, 0.280, -1.904], [0.071, 0.261, -3.028], [2.676, -0.427, -3.206], [2.020, 2.036, -2.334], [-3.054, 0.941, -1.702], [-3.599, -0.211, -2.884], [-2.573, 1.190, -3.434], [-1.357, -1.653, -4.391], [-2.693, -2.203, -3.279], [-1.002, -2.814, -3.024], [1.645, 2.242, -3.345], [3.113, 2.058, -2.399], [1.607, 2.792, -1.643], [-0.121, 1.315, -3.349], [0.305, -0.311, -3.932], [3.612, -0.721, -2.715], [2.838, 0.365, -3.945], [2.202, -1.282, -3.718], [-1.662, 4.744, 4.385], [-1.454, 3.407, 3.992], [-1.128, 3.113, 2.667], [-1.037, 4.138, 1.681], [-0.664, 3.953, 0.347], [-0.485, 4.984, -0.524], [-0.702, 6.335, -0.078], [-1.074, 6.600, 1.218], [-1.251, 5.526, 2.127], [-1.528, 5.780, 3.479], [-1.917, 4.953, 5.413], [-1.538, 2.594, 4.716], [-0.893, 2.088, 2.353], [-0.156, 4.902, -1.565], [-0.546, 7.109, -0.827], [-1.215, 7.630, 1.565], [-1.619, 6.812, 3.813]],
  "lowdin_charge": [1.137, -0.203, -0.240, -0.206, -0.198, -0.195, -0.050, 0.059, 0.081, 0.099, -0.040, 0.079, 0.069, 0.084, -0.043, 0.084, 0.065, 0.074, -0.044, 0.102, 0.078, 0.059, -0.060, 0.088, 0.062, 0.048, -0.307, -0.086, -0.153, -0.164, -0.113, -0.154, -0.221, -0.237, 0.142, 0.115, 0.113, 0.131, 0.023, 0.125, 0.087, 0.072, 0.110, 0.135, 0.126, 0.096, 0.877, -0.300, -0.282, 0.891, -0.589, -0.305, -0.306, 0.022, 0.044, -0.035, 0.014, 0.042, 0.023, -0.026, 0.050, 0.027, -0.022, 0.007, 0.040, 0.006, 0.045, -0.064, -0.057, -0.035, -0.165, 0.112, -0.171, -0.082, -0.033, -0.157, -0.035, 0.106, 0.110, 0.087, -0.017, 0.104, 0.124, 0.119]
}

***

# 3
{
  "formula": "C25H31ClN2OPdSi",
  "method": "ωB97M-V/def2-TZVPD",
  "total_charge": 2,
  "e_tot_ha": -2033.02466,
  "multiplicity": 1,
  "elements": ["Pd", "Cl", "C", "C", "C", "C", "O", "C", "C", "N", "C", "C", "C", "C", "C", "C", "C", "C", "N", "C", "C", "H", "H", "H", "H", "H", "H", "H", "H", "H", "H", "C", "Si", "C", "C", "C", "C", "C", "C", "C", "C", "H", "H", "H", "H", "H", "H", "H", "H", "H", "H", "H", "H", "H", "H", "H", "H", "H", "H", "H", "H", "H"],
  "positions_angstrom": [[-0.627, 0.026, 0.204], [3.979, 4.163, -3.592], [2.888, 3.009, -2.989], [2.592, 1.857, -3.739], [1.719, 0.934, -3.235], [1.093, 1.100, -1.967], [0.304, 0.147, -1.574], [1.389, 2.290, -1.224], [0.833, 2.619, 0.056], [-0.089, 1.965, 0.674], [-0.599, 2.344, 1.941], [-0.603, 3.622, 2.428], [-1.087, 3.895, 3.726], [-1.551, 2.880, 4.513], [-1.582, 1.555, 4.015], [-2.038, 0.457, 4.783], [-2.031, -0.801, 4.242], [-1.613, -0.959, 2.915], [-1.202, 0.051, 2.169], [-1.136, 1.302, 2.707], [2.296, 3.208, -1.757], [3.064, 1.714, -4.701], [1.476, 0.031, -3.778], [1.249, 3.512, 0.523], [-0.245, 4.444, 1.820], [-1.078, 4.912, 4.092], [-1.906, 3.074, 5.517], [-2.377, 0.624, 5.798], [-2.350, -1.666, 4.805], [-1.622, -1.936, 2.450], [2.548, 4.107, -1.207], [-4.083, 0.284, 0.914], [-3.035, 0.277, -0.603], [-2.999, -1.408, -1.398], [-2.009, -2.237, -0.544], [-4.417, -2.009, -1.261], [-2.599, -1.438, -2.863], [-3.220, 1.864, -1.578], [-2.155, 2.132, -2.647], [-3.309, 3.062, -0.619], [-4.593, 1.666, -2.267], [-5.106, 0.475, 0.580], [-3.818, 1.078, 1.614], [-4.081, -0.674, 1.430], [-2.286, -2.257, 0.510], [-0.944, -1.874, -0.643], [-1.981, -3.276, -0.887], [-4.734, -2.099, -0.224], [-4.412, -3.016, -1.689], [-5.167, -1.434, -1.799], [-1.603, -1.040, -3.034], [-3.306, -0.894, -3.491], [-2.605, -2.481, -3.198], [-1.209, 2.413, -2.180], [-2.475, 2.973, -3.267], [-1.988, 1.285, -3.300], [-2.387, 3.222, -0.072], [-4.119, 2.948, 0.107], [-3.512, 3.969, -1.194], [-4.571, 0.871, -3.017], [-4.853, 2.596, -2.779], [-5.401, 1.460, -1.564]],
  "lowdin_charge": [1.043, 0.761, -0.670, -0.039, 0.021, -0.328, -0.160, -0.138, -0.015, 0.025, -0.210, 0.025, -0.013, 0.017, -0.123, 0.057, 0.005, -0.084, -0.028, -0.174, -0.051, 0.128, 0.130, 0.155, 0.130, 0.129, 0.135, 0.142, 0.130, 0.119, 0.123, -0.145, 0.827, -0.635, -0.080, -0.057, -0.067, -0.623, -0.060, -0.073, -0.059, 0.070, 0.045, 0.043, 0.054, 0.070, 0.124, 0.079, 0.109, 0.094, 0.072, 0.086, 0.107, 0.065, 0.106, 0.076, 0.057, 0.085, 0.107, 0.082, 0.111, 0.085]
}

***

# 4
{
  "formula": "C38H32BaCl3GeN3O2S6",
  "method": "ωB97M-V/def2-TZVPD",
  "total_charge": -1,
  "e_tot_ha": -7654.51356,
  "multiplicity": 2,
  "s2": 0.77,
  "de_lowest_kcal_mol": 1.90,
  "elements": ["Ba", "C", "C", "N", "C", "C", "C", "C", "C", "C", "C", "N", "C", "C", "C", "C", "C", "C", "C", "C", "N", "C", "H", "H", "H", "H", "H", "H", "H", "H", "H", "H", "H", "H", "S", "C", "S", "C", "C", "S", "S", "S", "Cl", "Ge", "Cl", "Cl", "O", "S", "C", "C", "C", "C", "C", "C", "C", "C", "C", "C", "C", "C", "C", "C", "H", "H", "H", "H", "H", "H", "H", "H", "H", "H", "H", "H", "H", "H", "C", "C", "C", "O", "H", "H", "H", "H", "H", "H"],
  "positions_angstrom": [[0.417, -0.121, -1.848], [3.573, 1.580, -5.384], [2.891, 0.799, -4.435], [1.602, 0.890, -4.207], [0.852, 1.780, -4.928], [1.454, 2.590, -5.920], [2.849, 2.469, -6.114], [0.687, 3.485, -6.700], [-0.665, 3.524, -6.503], [-1.279, 2.734, -5.521], [-0.575, 1.867, -4.687], [-1.129, 1.053, -3.739], [-2.311, 1.321, -3.131], [-2.956, 2.560, -3.042], [-4.172, 2.741, -2.368], [-4.814, 1.701, -1.751], [-4.187, 0.436, -1.748], [-4.762, -0.680, -1.095], [-4.103, -1.873, -1.052], [-2.829, -1.946, -1.644], [-2.272, -0.947, -2.280], [-2.934, 0.241, -2.380], [4.640, 1.469, -5.515], [3.435, 0.075, -3.834], [3.323, 3.097, -6.860], [1.177, 4.100, -7.443], [-1.281, 4.175, -7.111], [-2.355, 2.763, -5.440], [-2.493, 3.423, -3.495], [-4.611, 3.732, -2.347], [-5.767, 1.830, -1.254], [-5.731, -0.561, -0.623], [-4.526, -2.735, -0.555], [-2.240, -2.857, -1.576], [2.609, -7.521, 1.381], [2.368, -6.091, 0.618], [1.241, -5.873, -0.674], [1.518, -4.173, -1.010], [2.478, -3.557, -0.171], [2.957, -1.954, -0.163], [3.231, -4.645, 0.984], [0.654, -3.498, -2.275], [3.119, 4.177, -0.724], [2.911, 2.029, 0.018], [1.489, 2.560, 1.797], [4.818, 1.948, 1.203], [-0.343, -0.468, 0.596], [0.365, -0.736, 1.910], [0.083, -2.501, 2.198], [0.879, -3.114, 3.318], [2.130, -2.636, 3.694], [2.834, -3.254, 4.715], [2.313, -4.369, 5.356], [1.075, -4.862, 4.971], [0.363, -4.232, 3.964], [-0.725, -0.027, 3.181], [-0.177, -0.265, 4.558], [-0.769, -1.191, 5.408], [-0.214, -1.467, 6.647], [0.941, -0.811, 7.048], [1.530, 0.125, 6.209], [0.975, 0.398, 4.969], [0.369, -2.929, 1.233], [-0.990, -2.657, 2.327], [2.565, -1.785, 3.185], [3.803, -2.864, 5.001], [2.871, -4.855, 6.145], [0.665, -5.741, 5.452], [-0.606, -4.618, 3.667], [-1.719, -0.451, 3.036], [-0.727, 1.032, 2.922], [-1.662, -1.716, 5.089], [-0.673, -2.205, 7.292], [1.385, -1.034, 8.010], [2.433, 0.637, 6.516], [1.447, 1.111, 4.302], [-0.360, 4.772, -1.592], [-0.615, 3.444, -0.945], [-1.586, 3.366, 0.196], [0.014, 2.463, -1.293], [-1.207, 5.448, -1.495], [-0.089, 4.627, -2.636], [0.512, 5.203, -1.090], [-2.433, 4.034, 0.050], [-1.038, 3.668, 1.094], [-1.922, 2.340, 0.335]],
  "mulliken_spin": [0.019, 0.004, -0.002, -0.003, 0.001, 0.000, 0.000, 0.000, 0.000, 0.000, -0.001, 0.000, -0.007, 0.001, 0.000, 0.000, 0.000, 0.001, 0.004, -0.011, 0.002, 0.000, 0.000, 0.001, 0.000, 0.000, 0.000, 0.000, 0.000, 0.000, 0.000, 0.000, 0.000, -0.002, 0.118, 0.008, -0.016, 0.114, 0.105, 0.345, -0.021, 0.327, 0.000, 0.005, 0.000, 0.000, -0.015, 0.015, 0.013, 0.003, -0.002, 0.004, -0.001, 0.003, -0.002, 0.004, 0.001, 0.000, 0.001, 0.000, 0.000, 0.000, -0.003, -0.001, -0.008, 0.000, 0.000, 0.000, 0.000, 0.000, 0.001, 0.000, 0.000, 0.000, 0.000, 0.000, 0.000, 0.000, 0.000, -0.002, 0.000, 0.000, 0.000, 0.000, 0.000, 0.000]
}

***

no.,F_max (eV/Å)
1,9.98
2,3.22
3,2.41
4,0.65